The following is a quantum chemistry calculation of a cluster of 7 separate species, C37H65Br12ClI2N2O8P in total in a non-equilibrium geometry, from the OMol25 dataset.

```
128
Properties=species:S:1:pos:R:3:mulliken_charge:R:1
C 1.7701 -2.9150 1.1034 -0.371
C 1.4605 -2.7397 -0.4482 1.109
C 0.5002 -3.8975 -0.8827 -0.166
O -0.0594 -3.7028 -2.1928 -0.423
C -1.4169 -3.2859 -2.1390 -1.504
C -1.4105 -1.7662 -1.7576 0.385
C -1.7160 -1.4305 -0.4067 -0.145
N -2.0269 -2.4235 0.5729 0.025
C -1.7275 -0.0089 -0.0383 2.001
C -2.0383 0.3055 1.4342 -0.783
O -1.3334 1.0912 2.0094 -0.395
O -3.0538 -0.3125 2.1585 -0.233
C -4.3146 0.3450 2.0459 -0.719
I -5.2280 -0.0185 0.0764 0.101
C -4.3274 1.8513 2.4454 -0.063
C -5.8448 2.2762 2.5723 -1.139
I -3.5084 2.1263 4.4526 0.149
C -1.4473 0.9758 -1.0462 0.239
C -1.5000 2.4656 -0.6533 -0.087
C -0.1211 3.2133 -0.7538 -1.435
C 1.0657 2.4625 -0.0629 0.690
C 2.4152 2.9130 -0.7760 -0.882
C 3.4531 1.7568 -0.6263 -0.296
O 4.0710 1.8969 0.6793 -0.220
C 4.0516 0.6858 1.3550 0.891
C 3.3047 0.6666 2.7140 -0.946
O 4.6068 -0.3036 0.9537 -0.535
C -1.1206 0.5553 -2.3921 0.990
C -0.7733 1.6142 -3.4659 -1.808
O -1.7093 2.6628 -3.5620 0.037
C -2.9388 2.2439 -4.1707 -0.141
C -4.0119 3.3502 -3.8124 -0.753
O -3.3360 4.5943 -3.8301 -0.402
C -3.5616 5.3831 -2.6562 -0.068
C -2.2743 6.2223 -2.2728 -0.074
N -1.1093 -0.7945 -2.6938 0.907
P -0.6869 -1.4421 -4.3251 0.084
O -1.6882 -0.6649 -5.4088 -0.456
Cl 1.2591 -0.7921 -4.6307 -0.125
H 2.8642 -3.0439 1.2523 0.321
H 1.4291 -2.0127 1.6693 -0.230
H 1.2093 -3.7787 1.5232 0.081
H 2.4198 -2.8272 -1.0013 0.503
H 1.0366 -1.7211 -0.5972 -0.987
H 1.1132 -4.8331 -0.8881 0.147
H -0.2681 -4.0397 -0.0961 -0.145
H -1.9458 -3.4834 -3.0968 0.633
H -1.9981 -3.8315 -1.3571 0.416
H -3.0278 -2.4142 0.7858 0.302
H -1.4998 -2.2934 1.4375 -0.307
H -4.9920 -0.1799 2.7574 0.639
H -3.7876 2.4712 1.7002 0.202
H -6.3133 1.4939 3.2212 0.366
H -6.3818 2.2434 1.6024 0.333
H -5.9667 3.2352 3.1105 0.400
H -1.8844 2.6343 0.3788 0.233
H -2.2138 3.0194 -1.3124 -0.737
H 0.0613 3.4921 -1.8117 0.377
H -0.2523 4.1820 -0.2086 0.616
H 0.9832 1.3556 -0.1863 -0.699
H 1.1036 2.6585 1.0340 0.427
H 2.1734 2.9789 -1.8668 0.401
H 2.7561 3.8848 -0.3677 0.320
H 4.2173 1.8606 -1.4326 0.343
H 2.9562 0.7673 -0.7206 0.105
H 2.3167 0.1838 2.5493 -0.041
H 3.9045 0.1523 3.4950 0.451
H 3.1509 1.7176 3.0439 0.316
H -0.6007 1.2033 -4.4854 0.781
H 0.1965 2.0745 -3.1526 -0.046
H -2.7641 2.2120 -5.2753 0.327
H -3.2638 1.2234 -3.8590 0.195
H -4.8534 3.3488 -4.5406 0.435
H -4.4207 3.0638 -2.8154 0.242
H -4.3391 6.1423 -2.9221 0.232
H -3.8333 4.7969 -1.7515 0.094
H -1.5342 6.2525 -3.0989 0.280
H -2.5835 7.2736 -2.0494 -0.320
H -1.8415 5.7747 -1.3448 0.055
H -2.3672 -1.3033 -5.6938 0.358
Br -3.3646 -4.5733 4.6277 -0.104
C -1.4459 -4.6033 4.2977 0.792
C -0.7456 -3.4776 5.0134 -0.462
Br -1.0158 -1.7774 4.0963 -0.133
H -1.3088 -4.5688 3.2184 -1.015
H -1.1082 -5.5684 4.6728 -0.035
H 0.3329 -3.6339 5.0107 0.333
H -1.0865 -3.3422 6.0367 0.486
Br -1.8198 9.4232 -0.6761 -0.121
C -3.3695 10.6055 -0.6719 -0.572
C -4.6490 9.8405 -0.4596 -0.588
Br -5.2004 8.9118 -2.0806 -0.136
H -3.3497 11.1549 -1.6095 0.361
H -3.1966 11.2955 0.1530 0.344
H -5.4678 10.5212 -0.2306 0.359
H -4.5742 9.0918 0.3248 0.364
Br 2.8191 -6.4810 0.5759 -0.104
C 1.5742 -7.8394 1.2138 -0.195
C 0.1759 -7.5898 0.7121 -0.639
Br -0.6987 -6.1403 1.6816 0.015
H 1.6493 -7.8471 2.2974 -0.117
H 1.9522 -8.7823 0.8211 0.399
H -0.4509 -8.4641 0.8828 0.456
H 0.1408 -7.3227 -0.3416 0.439
Br 4.8176 -0.2948 -3.6876 -0.094
C 5.5261 -1.6213 -4.9267 -0.572
C 4.6302 -2.8303 -5.0075 -0.376
Br 4.8376 -3.9769 -3.4469 -0.115
H 6.5341 -1.8559 -4.5949 0.395
H 5.5733 -1.1150 -5.8900 0.333
H 4.9055 -3.4536 -5.8572 0.362
H 3.5754 -2.5771 -5.0748 0.120
Br 3.0998 -8.8597 5.6818 -0.116
C 1.5407 -7.7024 5.5593 -0.492
C 0.2633 -8.4733 5.7714 -0.535
Br -0.2139 -9.5091 4.1918 -0.114
H 1.5870 -7.2106 4.5899 0.160
H 1.6743 -6.9604 6.3461 0.406
H -0.5729 -7.7921 5.9280 0.265
H 0.3163 -9.1721 6.6020 0.428
Br 9.6433 3.9932 1.1594 -0.151
C 8.3438 2.6183 1.6225 -0.594
C 6.9792 2.9428 1.0740 -0.202
Br 6.0978 4.3224 2.1328 -0.150
H 8.3573 2.5219 2.7051 0.393
H 8.7271 1.7024 1.1743 0.384
H 6.3270 2.0770 1.1359 -0.129
H 7.0046 3.2997 0.0474 0.412
```

Its HOMO energy is -0.409 hartree. As for the spin multiplicity: 1. As for the total charge: +1. Its HOMO-LUMO gap is 6.751 eV.